A cluster of 9 separate species, C18H45N9O9 in total at a distorted geometry, computed with wB97M-V/def2-TZVPD.

Values from the calculation:
E (eV): -51240.496
Orbital gap (Ha): 0.3384
HOMO level (Eh): -0.328
Maximum force (eV/Å): 3.29
Lowest unoccupied orbital energy (Ha): 0.0101
SMILES string: CC(N)=O.CC(N)=O.CC(N)=O.CC(N)=O.CC(N)=O.CC(N)=O.CC(N)=O.CC(N)=O.CC(N)=O

```
81
Properties=species:S:1:pos:R:3:forces:R:3:lowdin_charge:R:1
O 2.59534 3.34764 -1.40913 0.5 0.2 -0.1 0.002
O 1.30434 -0.24114 -0.17679 1.1 0.1 -0.4 -0.002
O 1.71831 -0.03276 -4.93483 -0.3 0.6 0.2 0.004
O -2.32904 2.99645 0.88467 -0.3 -0.8 -0.9 0.017
O 5.70266 0.18200 0.34703 0.3 -0.5 -0.3 0.023
O -2.09806 -3.05194 -0.48184 0.2 -0.6 0.6 -0.018
O -6.89629 -2.71327 -1.75863 2.2 -0.8 0.4 -0.012
O 1.88861 -2.61195 1.98194 -0.8 -0.2 0.5 -0.025
O -3.08783 -0.72613 2.08325 0.4 -0.1 0.0 -0.006
N -1.77714 4.62779 2.28534 -0.2 0.4 1.4 0.158
N 3.54868 -1.61324 0.96439 -0.9 0.1 0.1 0.205
N -4.96296 -3.93137 -1.40287 -2.2 -1.2 1.4 0.164
N -4.22642 0.22045 0.38863 1.6 -0.1 0.8 0.200
N 5.61959 2.08857 -0.85255 -0.4 -0.9 -1.2 0.185
N 2.12874 0.84797 -2.93635 0.8 0.4 2.2 0.165
N 0.36396 3.38899 -1.37927 0.2 0.1 1.1 0.220
N -1.05699 -3.30851 1.57052 -1.7 0.0 -1.6 0.181
N -0.04515 -0.12560 1.59506 -2.6 1.0 -1.7 0.211
C -2.95140 2.73801 3.19969 -2.0 -0.1 0.0 -0.002
C 6.02511 1.34310 0.18592 -0.5 0.6 0.4 -0.607
C -4.03713 -0.76321 1.29965 1.9 1.3 0.9 -0.588
C -1.00984 0.00189 -0.69101 0.6 -0.4 0.7 0.023
C 0.07439 -4.13683 -0.33923 -0.1 0.1 0.3 0.001
C 4.00273 -3.56922 2.42108 1.2 0.6 -2.7 0.005
C 2.17502 2.31309 -4.92542 -1.3 -1.9 -0.2 0.007
C 1.50211 3.17817 0.70855 -0.5 -0.9 1.6 -0.003
C 0.17516 -0.13552 0.26869 -0.1 -0.4 -0.7 -0.563
C -4.97915 -1.85539 1.29055 -2.6 -0.6 -0.5 -0.001
C 3.10097 -2.56020 1.76977 -0.7 -0.6 0.0 -0.594
C -1.15646 -3.46140 0.20525 -0.1 0.7 0.6 -0.549
C -5.66309 -2.88478 -1.88718 -1.4 0.5 -0.6 -0.623
C -2.37686 3.43858 2.01156 1.3 0.5 0.7 -0.596
C 1.54840 3.29708 -0.78285 0.7 -0.5 0.6 -0.598
C -4.87812 -1.91862 -2.69037 -0.9 0.8 -0.9 -0.012
C 6.77226 2.10506 1.22657 0.6 -1.3 1.4 -0.012
C 1.96095 0.96263 -4.24970 0.4 -1.4 -1.9 -0.601
H 6.12889 2.00158 2.13411 0.4 0.8 -0.6 0.103
H 0.24933 -4.93863 0.39209 0.5 0.0 -0.6 0.089
H 2.81310 -1.00455 0.64553 -0.3 0.3 -0.4 0.061
H 0.88511 -3.38444 -0.28011 -0.2 -0.6 -0.1 0.085
H -4.58030 -2.70443 0.77905 0.6 -0.5 -0.3 0.059
H -1.77127 5.01380 3.23879 0.1 -0.4 -1.0 0.117
H -3.98061 -4.02697 -1.25365 0.7 0.7 -0.3 0.067
H -5.54292 -4.47120 -0.75202 0.5 0.0 -0.5 0.122
H -5.40872 -1.83673 -3.68434 0.8 0.1 1.0 0.111
H -1.13461 4.99996 1.61671 0.0 0.3 -0.3 0.095
H 4.45123 -1.38691 0.67535 1.8 0.1 -0.1 0.050
H -1.76771 -2.79718 2.07800 0.2 0.1 -0.2 0.092
H -0.15419 -3.42143 1.94569 1.1 0.0 0.7 0.048
H -0.99743 -0.26673 1.87554 -0.5 0.0 0.4 0.063
H -2.82810 3.27938 4.13012 0.0 0.3 0.0 0.068
H 0.35320 3.51528 -2.33605 -0.1 0.1 -2.1 0.083
H 2.34884 2.67115 1.21682 -0.3 0.3 -0.9 0.096
H -5.35444 -2.20131 2.25788 0.4 0.4 0.0 0.105
H 2.63877 1.56035 -2.39371 -0.8 -0.3 -0.5 0.070
H 5.58409 3.06970 -0.87632 0.3 1.1 0.4 0.087
H -4.06386 2.64133 3.01483 1.2 -0.1 0.3 0.114
H 2.03836 -0.06240 -2.46973 0.0 0.6 -0.6 0.108
H -2.54175 1.74717 3.36827 0.1 -0.2 -0.5 0.077
H -0.47011 3.16371 -0.91375 -1.1 -0.2 0.7 0.069
H -3.83802 -2.17578 -2.79257 0.4 0.0 -0.1 0.069
H 3.40015 -4.35198 2.78161 -0.6 -0.9 0.6 0.058
H -1.49890 0.92289 -0.37097 -0.5 -0.2 -0.3 0.048
H -0.06961 -4.51587 -1.35273 0.0 0.1 0.2 0.087
H 5.01488 1.67952 -1.54200 -0.1 -0.4 0.0 0.099
H 1.44765 4.17578 1.12387 0.1 0.4 0.1 0.074
H 4.48694 -3.01457 3.19359 0.8 -0.1 0.7 0.073
H 0.65773 -0.34851 2.20697 2.0 -0.8 1.4 0.070
H -3.59084 1.02482 0.40015 -0.5 -0.4 0.0 0.091
H 0.59198 2.66208 1.09814 0.5 0.3 -0.6 0.069
H 1.61455 3.03129 -4.39892 -0.4 1.3 0.6 0.042
H 4.71921 -3.96098 1.61402 -0.7 0.5 1.5 0.115
H 7.05895 3.10671 0.92936 -0.2 0.2 0.3 0.072
H -1.62426 -0.91509 -0.62763 -0.1 0.7 0.1 0.062
H 7.67229 1.51585 1.52268 -0.5 0.5 -0.4 0.098
H -5.14012 0.28569 0.06822 -1.5 0.6 -1.1 0.075
H -0.62625 0.06794 -1.71341 0.0 0.2 0.3 0.085
H -4.99428 -0.96846 -2.15784 0.2 0.0 -0.4 0.071
H 3.20592 2.50837 -4.91791 1.4 0.6 -0.1 0.065
H -5.83961 -1.54063 0.67595 0.0 -0.4 0.3 0.089
H 1.78134 2.21400 -5.93975 0.3 0.1 0.2 0.089
```
Positions in Å, forces in eV/Å.



A structure of composition C20H33F11NbO8S at a distorted geometry, computed with wB97M-V/def2-TZVPD.

Values from the calculation:
E (eV): -79936.451
Total charge: -1
Orbital gap (Ha): 0.2795
HOMO level (Eh): -0.201
Maximum force (eV/Å): 2.83
Lowest unoccupied orbital energy (Ha): 0.0782

```
74
Properties=species:S:1:pos:R:3:forces:R:3:lowdin_charge:R:1
Nb -0.74443 -0.08667 0.16168 0.5 0.3 -2.8 1.526
S 0.60494 0.61602 2.09979 -0.3 0.2 0.3 0.207
F -7.35652 -5.07930 8.28873 0.0 0.0 0.0 0.162
F -6.23236 -5.38486 10.10999 0.0 0.0 0.0 0.165
F 5.09990 -0.78848 -6.74174 0.0 0.0 0.0 0.176
F 5.76538 0.63520 -8.22798 0.0 0.0 0.0 0.160
F -3.63668 -2.02164 2.79951 0.0 0.1 0.0 0.019
F -0.06771 1.38072 -0.89055 0.1 0.2 -0.1 -0.511
F 3.66046 0.14154 -8.06568 0.0 0.0 0.0 0.164
F -0.59129 -2.60747 1.96163 -0.1 -0.1 0.1 -0.053
F -7.31786 -3.53585 9.81071 0.0 0.0 0.0 0.155
F -2.41919 -2.67337 0.76868 -0.1 0.0 -0.1 -0.033
F -1.77682 -1.66616 3.89480 0.0 0.1 -0.1 0.016
O -4.24379 -3.92923 9.06047 0.0 0.0 0.0 0.164
O -2.04681 -0.48082 -1.24958 0.1 0.7 1.6 -0.408
O 4.55693 2.65130 -6.96423 0.0 0.0 0.0 0.030
O -5.67426 -3.17387 7.47704 0.0 0.0 0.0 0.034
O 4.39962 2.84628 0.54869 -0.1 0.0 0.1 0.096
O -4.70652 1.43641 -0.15779 0.0 0.1 0.0 -0.063
O 3.96069 2.23242 -1.56748 -0.3 0.0 0.1 -0.026
O 4.40696 1.28679 -5.17491 0.0 -0.1 0.0 0.174
C -3.85847 -3.41622 5.84603 -0.1 -0.1 0.1 -0.051
C 3.97235 -0.16129 -1.84857 -0.1 0.2 0.2 -0.169
C -3.12801 2.00025 -1.89588 0.0 0.0 0.1 -0.061
C 2.81352 -0.38296 -0.87334 0.0 0.0 0.1 -0.232
C 4.56744 1.48253 -6.34110 0.0 0.1 0.0 -0.400
C -2.43141 -1.36044 2.73304 0.0 -0.1 0.0 -0.355
C -3.45230 -0.43213 -1.11345 -0.3 -0.3 -0.2 -0.265
C 4.30253 3.79993 -6.11445 -0.1 0.1 0.1 -0.185
C 3.68847 2.90139 -0.41939 0.2 -0.2 -0.1 -0.543
C 4.78606 1.06730 -1.47242 0.3 -0.4 -0.1 -0.181
C -1.60685 -1.79366 1.47438 0.1 0.0 0.4 -0.520
C -4.09238 0.95078 -1.36434 0.0 0.0 -0.1 -0.408
C -6.58180 -4.47977 9.19897 0.0 0.0 0.0 -0.544
C -4.60580 -2.48287 6.76294 0.1 0.1 -0.1 -0.172
C 4.78556 0.34134 -7.36331 0.0 0.0 0.0 -0.545
C 2.41446 3.67500 -0.53113 0.0 0.2 0.0 0.024
C 0.68617 -1.72840 -0.41515 -0.2 -0.1 0.9 -0.323
C 1.65518 -1.17696 -1.46759 -0.1 0.1 -0.1 -0.306
C -5.32657 -3.83260 8.56045 -0.1 0.0 0.1 -0.418
C 5.55621 4.23087 -5.38928 0.1 -0.1 0.0 -0.057
H 3.94751 4.56472 -6.80111 0.0 0.0 0.0 0.123
H 2.44226 0.58368 -0.52588 -0.1 0.0 0.0 0.077
H 3.59955 -0.06673 -2.87048 0.0 0.0 0.0 0.104
H -2.34106 1.55312 -2.49973 0.0 0.0 -0.1 0.069
H -3.74511 -0.75466 -0.11348 -0.1 0.0 0.0 0.094
H -3.13603 -2.84152 5.27122 0.0 0.0 0.0 0.060
H 1.12347 -0.52097 -2.16703 0.1 -0.1 -0.1 0.092
H 3.50502 3.54734 -5.41716 0.0 0.0 0.0 0.127
H 5.63438 1.20166 -2.14570 0.0 0.1 0.0 0.117
H -4.54323 -3.89560 5.14654 0.0 0.0 0.0 0.089
H -3.89867 -1.14492 -1.81666 0.2 0.0 -0.1 0.114
H -3.95011 -2.01648 7.49667 0.0 0.0 0.0 0.125
H 1.57100 2.98109 -0.51432 0.0 0.0 0.0 0.063
H 5.35159 5.13609 -4.81771 0.0 0.0 0.0 0.084
H 2.06234 -1.99591 -2.07560 0.0 0.0 0.0 0.104
H 5.88846 3.45964 -4.69609 0.0 0.0 0.0 0.076
H 4.65302 -1.01670 -1.80548 0.0 -0.1 -0.2 0.117
H -2.65279 2.49997 -1.05176 0.1 -0.1 0.0 0.069
H -2.63694 -0.29273 2.73483 0.0 0.0 0.0 0.097
H 3.18157 -0.90153 0.01945 0.0 0.0 0.0 0.113
H 2.38340 4.21211 -1.47904 0.0 0.0 0.0 0.085
H -2.06983 0.88194 1.01758 0.3 -0.7 0.4 -0.027
H 2.34021 4.37113 0.29941 0.0 0.0 0.0 0.087
H 6.35754 4.43972 -6.09869 0.0 0.0 0.0 0.081
H 5.16873 0.94724 -0.45855 0.0 0.2 0.0 0.119
H -5.65328 1.48307 -0.29582 0.0 0.0 0.0 0.076
H -5.12463 -1.70709 6.20560 0.0 0.0 0.0 0.127
H 0.10250 -2.56303 -0.81352 -0.1 0.1 0.0 0.051
H -4.89372 0.79956 -2.09563 0.0 0.0 0.0 0.127
H -3.66480 2.75600 -2.47164 0.0 0.0 0.0 0.071
H -3.33338 -4.18708 6.40993 0.0 0.0 0.0 0.082
H 1.62140 -0.23547 1.91926 0.0 -0.1 -0.1 -0.271
H 1.23046 -2.12125 0.44783 0.0 -0.1 -0.1 0.034
```
Positions in Å, forces in eV/Å.



A structure of composition C17H22FeN5O2 at a distorted geometry, computed with wB97M-V/def2-TZVPD.

Values from the calculation:
E (eV): -63904.458
Total charge: +2
Orbital gap (spin up / spin down) (Ha): 0.2945 / 0.2351
HOMO level (spin up / spin down) (Eh): -0.536 / -0.534
Maximum force (eV/Å): 3.01
2S+1: 6
Lowest unoccupied orbital energy (spin up / spin down) (Ha): -0.2413 / -0.2987

```
47
Properties=species:S:1:pos:R:3:forces:R:3:mulliken_spin:R:1
Fe -1.60510 -0.01226 -1.30315 2.1 -0.7 1.8 4.021
O -1.01434 0.63969 0.53895 -1.8 -2.2 -1.0 0.064
O -0.45339 2.20292 2.02325 -0.3 -0.2 0.2 0.012
N 2.47165 3.10846 3.05862 0.1 0.3 0.1 0.000
N 0.70783 3.36035 4.50274 -0.2 0.1 0.2 0.000
N -2.35003 -2.08037 -0.59164 0.3 1.2 -0.8 0.091
N 0.31068 1.63104 -1.42726 -0.6 -0.5 -0.5 0.069
N 1.35945 1.24976 3.88631 0.1 0.0 0.2 0.000
C -1.18722 -2.79408 -2.53225 0.1 -0.1 0.0 -0.010
C -0.97254 -3.64757 -3.62227 -0.2 0.4 0.3 0.019
C -0.04306 -3.32214 -4.59054 0.2 0.0 -0.2 0.015
C -3.16427 -2.24556 0.44119 -0.4 -0.1 0.5 -0.003
C -2.17389 -3.06889 -1.48283 -0.4 -0.6 0.2 0.081
C -3.90903 -3.40040 0.62042 0.3 0.0 -0.1 0.010
C 1.49922 2.56605 3.78895 0.1 0.0 0.2 0.000
C 1.55581 3.05235 0.27371 -0.1 -0.1 -0.3 0.007
C 0.22449 2.51200 -0.26811 -0.4 0.0 1.3 -0.009
C 2.44618 1.94505 0.85916 -0.1 0.3 0.0 -0.001
C -0.42319 -1.62252 -2.45602 -0.7 -0.1 -0.6 0.544
C 3.27579 2.42253 2.06245 -0.1 -0.4 -0.3 0.000
C -2.88594 -4.26331 -1.36193 0.4 0.4 0.0 0.001
C -3.77189 -4.41864 -0.31165 0.0 0.2 0.1 -0.002
C 0.71763 -2.16856 -4.48704 -0.2 0.1 0.2 0.026
C -0.48822 1.72766 0.90906 1.0 1.9 -1.1 0.005
C 0.54537 -1.32940 -3.38705 0.4 0.3 0.1 0.038
H 0.42681 2.17048 -2.27822 0.2 -0.1 0.0 0.002
H -4.56541 -3.50059 1.46758 -0.1 0.0 0.1 0.000
H -2.73396 -5.06154 -2.06894 0.0 -0.1 -0.1 0.000
H -4.34133 -5.32982 -0.21667 0.0 -0.1 0.0 0.000
H 0.73770 4.35900 4.38378 0.0 -0.1 0.0 0.000
H 1.80795 1.11543 1.16949 0.1 -0.1 0.0 0.000
H 1.97424 0.61328 3.41201 0.0 0.1 0.0 0.000
H 0.10143 -3.98053 -5.43406 0.0 -0.1 0.0 0.002
H 3.78050 1.56546 2.51384 0.1 0.1 0.0 0.000
H 2.07828 3.60201 -0.51021 0.0 0.1 0.0 0.000
H 1.17810 -0.46062 -3.29071 0.1 0.1 0.0 0.021
H -0.43664 3.34840 -0.51196 0.1 0.0 -0.1 -0.011
H -1.53531 -4.56532 -3.70961 -0.1 0.0 0.0 0.005
H -3.20862 -1.42439 1.14235 -0.1 0.1 0.0 0.000
H 1.45060 -1.91529 -5.23733 0.0 0.0 -0.1 0.005
H 4.04404 3.12289 1.73668 0.0 0.0 0.1 0.000
H -0.09784 2.98735 4.97937 0.1 0.0 0.0 0.000
H 2.56416 4.11170 3.09223 -0.1 -0.1 0.1 0.000
H 0.56118 0.86770 4.36566 0.1 0.0 -0.1 0.000
H 3.13976 1.55919 0.11168 0.0 -0.1 0.0 0.000
H 1.28994 3.75956 1.06082 0.0 0.0 -0.2 0.000
H 1.11247 1.01149 -1.32085 -0.1 0.0 -0.2 -0.004
```
Positions in Å, forces in eV/Å.



The molecule C10H20N2O2S at a distorted geometry, computed with wB97M-V/def2-TZVPD.

Values from the calculation:
E (eV): -28598.376
Orbital gap (Ha): 0.3113
HOMO level (Eh): -0.290
Maximum force (eV/Å): 3.49
Lowest unoccupied orbital energy (Ha): 0.0209

```
35
Properties=species:S:1:pos:R:3:forces:R:3:lowdin_charge:R:1
S -0.57329 -0.59826 0.73342 -0.2 -0.6 -0.5 1.076
O -1.64032 2.84484 -0.40557 0.8 0.3 0.1 0.098
O -0.52822 1.11384 0.59119 -1.1 0.1 -0.5 -0.204
N -2.68078 0.82932 -0.11667 1.9 0.0 1.5 -0.181
N -2.56793 -0.44274 0.47246 1.6 -0.4 -0.1 -0.274
C -3.96465 1.29789 -0.43884 -0.9 1.1 -0.3 -0.054
C 3.90264 -0.45990 -0.78866 1.4 -0.3 0.8 -0.051
C 3.48374 0.27335 0.51273 -1.3 0.4 -1.0 -0.428
C -1.53893 -1.76272 -1.72453 -0.8 -0.1 -1.2 -0.170
C -2.96969 -0.80052 1.84561 0.7 -2.0 1.2 -0.188
C -0.28917 -1.38431 -0.94445 -0.5 -2.5 0.6 -0.320
C -1.61155 1.71224 -0.00817 -1.8 -1.5 0.3 -0.545
C 3.97462 1.70062 0.59969 -2.0 1.5 -2.0 -0.054
C 1.16781 -0.40067 1.11690 1.3 -3.0 1.3 -0.283
C 2.03229 0.35345 0.49273 -1.8 0.0 -2.1 -0.223
H -1.83623 -0.96702 -2.43380 -0.3 0.1 1.0 0.081
H -3.99478 -0.67724 2.14693 -0.6 0.6 -0.3 0.052
H 1.56542 0.89847 -0.34009 0.5 0.6 0.4 0.127
H 3.05674 2.39515 0.48845 1.3 -0.8 0.9 0.111
H -2.85296 -1.95763 1.96753 -0.2 1.7 -1.0 0.096
H 4.56029 1.98205 1.43707 0.6 0.2 0.6 0.064
H 4.99547 -0.16258 -0.86525 -1.2 -1.0 -0.7 0.099
H -2.33215 -0.56187 2.73735 -0.2 0.9 -0.8 0.057
H 4.41693 1.94573 -0.36372 0.9 0.1 0.2 0.072
H 1.56072 -1.28139 1.78148 -0.9 1.8 -0.8 0.125
H -4.53339 1.28774 0.51596 -0.2 0.6 -0.6 0.089
H -2.39576 -2.19073 -1.18262 0.5 0.7 0.1 0.073
H 3.57239 -0.28196 1.39991 1.6 -1.0 1.1 0.115
H -3.78110 2.34660 -0.88278 -1.0 -1.7 0.6 0.122
H 3.31599 -0.28097 -1.69332 0.2 1.2 0.1 0.076
H 0.32869 -0.86069 -1.65385 0.7 0.7 0.5 0.082
H -4.46416 0.55249 -1.09485 0.3 0.8 0.0 0.093
H 0.22906 -2.39239 -0.69212 -0.5 1.9 0.0 0.122
H 3.70748 -1.54405 -0.74491 0.8 0.2 0.6 0.079
H -1.31522 -2.52612 -2.46520 0.7 -0.5 0.1 0.064
```
Positions in Å, forces in eV/Å.



The ion C3H8N3O with charge +1 at a distorted geometry, computed with wB97M-V/def2-TZVPD.

Values from the calculation:
E (eV): -9750.795
Total charge: +1
Orbital gap (Ha): 0.3559
HOMO level (Eh): -0.495
Maximum force (eV/Å): 5.33
Lowest unoccupied orbital energy (Ha): -0.1393
SMILES string: NC1=NC[C@@H]([NH3+])O1

```
15
Properties=species:S:1:pos:R:3:forces:R:3:lowdin_charge:R:1
O 0.33768 -0.81571 0.69379 1.2 -0.9 -1.4 0.031
N 2.46481 -0.68535 -0.30114 0.0 4.7 -2.3 0.243
N 0.96533 1.14421 -0.23873 0.5 0.3 -0.6 0.109
N -1.72227 -0.62106 -0.52296 1.4 0.4 -2.2 0.223
C 1.34322 -0.04376 -0.08010 -2.6 0.4 2.3 -0.410
C -0.81205 -0.11239 0.64648 0.4 2.4 -0.8 -0.287
C -0.34889 1.38042 0.35309 2.5 -1.8 3.0 -0.085
H -2.59259 -0.08178 -0.79317 1.4 -0.3 0.6 0.192
H 2.65068 -1.53083 0.00492 0.8 -4.9 1.8 0.064
H -1.00949 -0.58872 -1.39497 -2.3 -0.7 2.1 0.237
H -1.34499 -0.37055 1.50137 -1.1 0.2 1.6 0.141
H -2.04923 -1.54723 -0.20859 0.5 0.0 -0.9 0.166
H 3.23244 -0.10638 -0.59965 0.1 -0.1 -0.1 0.147
H -0.26845 2.05741 1.27326 -0.1 -1.3 -1.0 0.161
H -0.84620 1.92171 -0.33360 -2.5 1.5 -2.3 0.069
```
Positions in Å, forces in eV/Å.